Entry from OMol25: 15 unconnected molecules or ions with the total composition C32H42BrCl43N5O5S (the ωB97M-V functional and the def2-TZVPD basis).

Calculated values
Strongest force on any atom, eV/Å: 6.73
E_LUMO, Eh: -0.1244
DFT total energy, eV: -670881.6546
Gap between HOMO and LUMO, eV: 8.397
Highest occupied orbital energy, eV: -11.7833
Total charge: +1
Multiplicity: 1

Positions of all 129 atoms, in Å:
C  -2.565  -2.010  2.623
C  -0.973  -2.091  2.431
C  -0.294  -0.658  2.763
O  -0.965  0.384  2.578
O  1.075  -0.607  3.209
C  1.929  -0.221  2.084
C  1.862  -1.326  0.892
N  0.928  -0.813  -0.147
C  0.480  -1.531  -1.194
N  0.976  -2.887  -1.310
C  0.602  -3.589  -2.574
C  0.027  -2.645  -3.729
Br  -0.681  -3.897  -5.138
C  1.280  -1.894  -4.383
C  0.944  -0.755  -5.452
C  1.075  0.754  -4.929
C  2.382  1.063  -4.051
S  3.343  2.557  -4.580
C  5.019  2.266  -3.815
N  5.616  2.841  -2.658
N  6.831  2.182  -2.615
C  6.947  1.241  -3.699
O  5.778  1.293  -4.502
C  -1.090  -1.717  -3.078
Cl  -2.209  -2.805  -2.044
C  -2.064  -0.971  -4.099
C  -3.431  -0.447  -3.386
O  -3.190  0.252  -2.136
C  -2.901  1.626  -2.335
O  -2.003  2.057  -3.100
N  -0.413  -0.823  -2.103
H  -2.979  -3.059  2.785
H  -3.108  -1.500  1.753
H  -2.742  -1.361  3.562
H  -0.729  -2.342  1.331
H  -0.504  -2.942  3.051
H  3.021  -0.074  2.426
H  1.595  0.825  1.723
H  2.936  -1.362  0.465
H  1.558  -2.358  1.293
H  0.606  0.170  -0.055
H  2.002  -2.951  -1.234
H  -0.060  -4.509  -2.353
H  1.577  -4.044  -3.002
H  1.964  -1.567  -3.520
H  1.881  -2.704  -4.948
H  -0.079  -0.864  -5.965
H  1.716  -0.866  -6.306
H  1.119  1.437  -5.863
H  0.171  1.133  -4.329
H  3.103  0.164  -4.047
H  2.025  1.167  -2.954
H  7.797  0.535  -3.956
H  -2.409  -1.602  -4.985
H  -1.598  -0.016  -4.555
H  -4.196  -1.305  -3.286
H  -3.923  0.298  -4.113
H  -3.501  2.396  -1.708
H  0.023  0.001  -2.541
C  -3.123  5.306  -2.566
Cl  -2.938  6.973  -2.006
Cl  -3.579  4.247  -1.221
Cl  -4.321  5.214  -3.863
H  -2.166  4.968  -2.959
C  -1.113  -5.931  2.165
Cl  -2.380  -7.163  2.124
Cl  -1.300  -4.810  0.807
Cl  -1.139  -5.065  3.716
H  -0.151  -6.427  2.066
C  -0.242  3.885  3.900
Cl  1.311  4.266  4.656
Cl  -1.429  5.151  4.244
Cl  -0.047  3.674  2.152
H  -0.608  2.949  4.319
C  2.568  -8.065  3.523
Cl  4.128  -7.680  4.262
Cl  1.384  -6.795  3.870
Cl  2.744  -8.288  1.776
H  2.206  -8.998  3.952
C  8.020  -6.155  4.221
Cl  6.834  -6.793  5.370
Cl  8.948  -4.838  4.951
Cl  9.098  -7.441  3.663
H  7.484  -5.760  3.360
C  -1.483  8.934  6.038
Cl  -2.056  10.585  6.305
Cl  -0.614  8.339  7.460
Cl  -2.834  7.862  5.642
H  -0.795  8.942  5.195
C  -2.613  -1.799  6.784
Cl  -1.852  -3.166  5.954
Cl  -1.602  -0.352  6.650
Cl  -4.228  -1.494  6.129
H  -2.712  -2.051  7.838
C  4.377  5.793  -6.269
Cl  4.015  7.442  -5.741
Cl  4.104  5.623  -8.009
Cl  6.041  5.358  -5.855
H  3.706  5.112  -5.749
C  -3.854  -5.480  -3.877
Cl  -3.668  -6.946  -4.850
Cl  -5.060  -4.404  -4.599
Cl  -4.289  -5.887  -2.209
H  -2.902  -4.957  -3.857
C  2.406  0.924  7.455
Cl  1.220  1.902  8.329
Cl  2.648  -0.632  8.264
Cl  1.893  0.678  5.779
H  3.354  1.458  7.449
C  -6.628  -3.658  -0.151
Cl  -6.944  -2.001  0.384
Cl  -6.986  -3.831  -1.873
Cl  -4.949  -4.111  0.193
H  -7.283  -4.327  0.403
C  -3.839  10.408  -3.312
Cl  -5.582  10.201  -3.082
Cl  -3.508  11.217  -4.850
Cl  -3.139  11.319  -1.967
H  -3.377  9.421  -3.337
C  -3.306  0.942  -7.530
Cl  -1.933  1.390  -6.502
Cl  -2.898  -0.456  -8.533
Cl  -4.741  0.605  -6.552
H  -3.530  1.781  -8.185
C  2.836  2.729  11.999
Cl  3.077  1.276  11.016
Cl  1.646  3.802  11.248
Cl  2.331  2.294  13.637
H  3.783  3.260  12.063


Entry from OMol25: a molecular structure, C18H21N4O2SSe2Ta (the ωB97M-V functional and the def2-TZVPD basis).

Calculated values
Strongest force on any atom, eV/Å: 0.64
E_LUMO, Eh: -0.3224
DFT total energy, eV: -172125.8923
Gap between HOMO and LUMO, eV: 5.987
Highest occupied orbital energy, eV: -14.7604
Total charge: +2
Multiplicity: 1

Positions of all 49 atoms, in Å:
Ta  2.419  -0.081  -1.574
N  5.696  0.991  1.313
C  4.553  0.663  0.720
S  4.600  0.673  -1.066
N  3.497  0.371  1.412
N  2.419  0.009  0.646
C  1.331  -0.307  1.299
C  1.158  -0.300  2.748
C  1.507  0.805  3.526
C  1.297  0.767  4.892
C  0.785  -0.378  5.489
C  0.460  -1.490  4.722
C  0.625  -1.445  3.350
C  0.216  -0.720  0.377
C  -1.152  -0.806  0.817
C  -2.194  -0.819  -0.038
C  -2.138  -0.926  -1.531
C  0.166  -1.368  -2.094
N  0.645  -0.789  -0.839
H  6.522  1.225  0.791
H  5.740  0.980  2.322
H  1.924  1.689  3.066
H  1.544  1.629  5.496
H  0.639  -0.406  6.560
H  0.077  -2.385  5.191
H  0.372  -2.314  2.753
H  -1.322  -0.730  1.881
H  -3.184  -0.744  0.398
H  -3.136  -1.242  -1.838
H  0.042  -0.569  -2.813
O  -1.677  1.615  -4.275
C  -2.048  0.361  -3.734
C  -1.995  0.505  -2.205
C  -3.256  1.311  -1.774
O  -4.394  0.488  -1.897
C  -0.868  1.478  -1.736
Se  1.008  1.754  -2.439
C  -1.159  -2.044  -1.984
Se  1.880  -2.240  -2.711
H  -1.935  1.668  -5.201
H  -1.391  -0.433  -4.107
H  -3.072  0.083  -4.003
H  -3.317  2.187  -2.426
H  -3.142  1.663  -0.741
H  -5.192  1.026  -1.885
H  -0.726  1.418  -0.659
H  -1.216  2.485  -1.957
H  -1.441  -2.435  -2.960
H  -1.167  -2.876  -1.280


Entry from OMol25: 2 unconnected molecules or ions with the total composition C5H9NO3S (the ωB97M-V functional and the def2-TZVPD basis).

Calculated values
Strongest force on any atom, eV/Å: 2.90
E_LUMO (alpha / beta), Eh: -0.0019 / -0.0020
DFT total energy, eV: -23791.7545
Gap between HOMO and LUMO (alpha / beta), eV: 7.870 / 7.869
Highest occupied orbital energy (alpha / beta), eV: -7.9230 / -7.9222
Relative energy (zero: lowest compared OMol25 entry of this formula, charge and spin), eV: 7.5318
Multiplicity: 1

Positions of all 19 atoms, in Å:
C  0.648  -3.749  1.193
C  0.423  -2.609  0.530
C  -0.607  3.151  -1.323
C  1.016  -0.326  -0.598
C  -0.354  1.306  0.124
N  -1.052  0.443  0.941
O  -2.166  -0.004  0.641
O  -0.421  -0.009  1.896
O  -0.958  1.773  -1.031
S  1.415  -1.226  0.748
H  0.096  -4.628  1.049
H  1.497  -3.857  1.852
H  -0.462  -2.716  -0.097
H  -0.453  3.782  -0.418
H  -1.456  3.647  -1.849
H  0.333  3.347  -1.981
H  0.236  -0.628  -1.368
H  1.766  0.442  -0.844
H  0.499  1.862  0.535


Entry from OMol25: 3 unconnected molecules or ions with the total composition C9H14 (the ωB97M-V functional and the def2-TZVPD basis).

Calculated values
SMILES: C=C(C)CC.C#C.C#C
Strongest force on any atom, eV/Å: 2.63
E_LUMO, Eh: 0.0349
DFT total energy, eV: -9553.8319
Gap between HOMO and LUMO, eV: 9.816
Highest occupied orbital energy, eV: -8.8670
Relative energy (zero: lowest compared OMol25 entry of this formula, charge and spin), eV: 6.3496
Multiplicity: 1

Positions of all 23 atoms, in Å:
C  0.271  1.663  -0.384
C  -0.231  0.660  -1.133
C  -1.661  0.672  -1.597
C  0.610  -0.449  -1.716
C  1.959  -0.677  -1.041
H  1.337  1.788  -0.259
H  -0.319  2.549  -0.197
H  -2.161  -0.261  -1.347
H  -1.700  0.771  -2.688
H  -2.220  1.502  -1.156
H  0.030  -1.375  -1.678
H  0.766  -0.229  -2.778
H  2.442  -1.556  -1.462
H  1.837  -0.844  0.028
H  2.622  0.174  -1.181
C  -0.851  -1.207  1.379
C  -1.161  -2.278  1.866
H  -0.793  -0.580  0.508
H  -1.296  -3.065  2.558
C  0.082  0.615  2.451
C  0.121  0.583  3.656
H  0.251  1.148  1.478
H  0.065  0.397  4.694


Entry from OMol25: a molecular structure, C17H20IrN5O3S5Sb (the ωB97M-V functional and the def2-TZVPD basis).

Calculated values
Strongest force on any atom, eV/Å: 0.62
E_LUMO, Eh: 0.0597
DFT total energy, eV: -95104.0443
Gap between HOMO and LUMO, eV: 5.967
Highest occupied orbital energy, eV: -4.3416
Total charge: -1
Relative energy (zero: lowest compared OMol25 entry of this formula, charge and spin), eV: 3.4947
Multiplicity: 1

Positions of all 52 atoms, in Å:
Ir  0.191  -0.088  0.593
C  4.843  0.509  0.133
N  4.122  -0.757  0.059
C  4.586  -1.979  0.513
C  3.570  -2.851  0.399
N  2.492  -2.166  -0.141
C  2.837  -0.864  -0.319
S  1.869  0.460  -0.822
C  1.219  -2.802  -0.395
C  1.233  -4.117  -0.743
C  -0.049  -4.760  -0.783
C  -1.185  -4.093  -0.538
C  -1.184  -2.605  -0.305
N  0.139  -2.051  -0.171
H  5.906  0.293  0.207
H  4.504  1.073  1.001
H  4.647  1.096  -0.758
H  5.584  -2.107  0.891
H  3.497  -3.888  0.664
H  2.151  -4.645  -0.943
H  -0.100  -5.817  -1.018
H  -2.137  -4.602  -0.591
H  -1.305  -1.156  -1.859
S  -0.150  4.953  0.293
Sb  -1.177  3.157  1.151
S  0.519  1.666  2.075
S  -1.274  1.274  -0.457
S  -3.084  3.174  2.359
C  -4.121  -4.603  2.974
C  -2.992  -3.806  2.330
C  -3.355  -2.729  1.259
C  -4.237  -1.624  1.891
C  -4.570  -0.478  0.940
C  -4.170  -3.301  0.100
O  -5.117  -4.026  0.330
N  -3.958  -2.934  -1.216
C  -3.087  -2.070  -1.917
O  -3.478  -1.584  -2.958
N  -1.849  -1.884  -1.416
C  -1.994  -2.136  0.933
O  -1.527  -1.304  1.687
H  -3.695  -5.226  3.764
H  -4.634  -5.242  2.262
H  -4.863  -3.950  3.434
H  -2.254  -4.494  1.909
H  -2.473  -3.245  3.111
H  -3.694  -1.236  2.753
H  -5.149  -2.102  2.249
H  -3.670  -0.047  0.494
H  -5.056  0.331  1.484
H  -5.241  -0.799  0.139
H  -4.737  -3.200  -1.803


Entry from OMol25: a gas-phase ion, C4H6N3OS (charge +1) (the ωB97M-V functional and the def2-TZVPD basis).

Calculated values
SMILES: C[N@H+]1C=CS[C@]12N=NO2
Strongest force on any atom, eV/Å: 3.53
E_LUMO, Eh: -0.1661
DFT total energy, eV: -21585.5855
Gap between HOMO and LUMO, eV: 9.510
Highest occupied orbital energy, eV: -14.0295
Total charge: +1
Relative energy (zero: lowest compared OMol25 entry of this formula, charge and spin), eV: 3.7420
Multiplicity: 1

Positions of all 15 atoms, in Å:
C  0.193  0.792  -1.403
N  0.234  -0.296  -0.336
C  1.489  -0.246  0.469
C  1.233  -0.054  1.752
S  -0.389  0.260  2.181
C  -0.948  -0.271  0.534
N  -2.028  -1.631  0.192
N  -2.784  -0.787  -0.239
O  -2.147  0.390  -0.101
H  0.470  0.426  -2.357
H  -0.763  1.198  -1.401
H  0.971  1.433  -0.935
H  0.074  -1.231  -0.867
H  2.448  -0.300  -0.021
H  1.948  0.316  2.533